Entry 1:
C6H15F4N3O10S4Sn | ωB97M-V with the def2-TZVPD basis set

Structure (XYZ):
```
43
Properties=species:S:1:pos:R:3:forces:R:3
O 14.529 27.596 -13.034 -0.910 -2.303 -2.220
H 19.020 29.474 -14.225 -0.356 -0.260 -0.106
F 20.086 28.081 -23.444 -1.007 -1.260 1.393
H 18.590 32.440 -14.761 -0.501 0.016 0.084
H 15.552 33.576 -10.454 -0.379 0.228 -0.410
H 20.217 30.658 -14.235 0.571 0.150 -0.606
Sn 16.521 28.376 -18.912 0.133 0.421 0.428
O 16.593 33.016 -12.191 1.345 -0.811 -1.952
H 21.375 30.553 -16.816 -0.033 0.214 0.414
H 18.353 31.509 -13.216 0.389 0.466 0.111
H 16.427 32.076 -10.339 -0.306 -0.591 -0.336
O 11.737 27.864 -14.296 -0.404 0.679 2.032
S 12.315 27.119 -15.328 -7.318 -0.481 -7.166
S 19.970 29.666 -23.467 2.506 -5.712 -7.722
N 16.921 31.036 -14.651 -0.273 2.331 0.167
H 16.587 30.263 -14.094 0.489 -0.541 0.096
C 19.282 30.402 -14.734 1.168 -0.831 0.033
C 15.566 32.350 -12.934 -0.377 0.979 0.665
O 19.419 30.111 -16.157 -1.078 0.758 0.525
F 18.476 32.014 -21.326 0.349 -0.197 1.296
O 21.421 29.840 -23.621 -2.159 1.995 1.040
O 20.972 31.906 -21.319 -2.924 -1.766 -1.440
C 16.423 33.045 -10.838 0.497 -0.137 2.163
H 17.298 33.509 -10.383 0.035 0.395 -0.293
H 16.356 33.042 -14.849 0.222 0.156 0.316
O 19.128 29.753 -24.660 0.829 1.126 2.064
H 15.257 31.415 -12.466 0.219 -0.321 0.099
O 19.515 32.311 -23.330 1.385 -2.219 1.485
H 14.793 33.081 -12.700 -1.165 -0.392 -1.230
C 20.672 29.732 -16.674 0.718 -0.421 0.144
S 14.037 26.516 -13.916 5.125 0.059 2.029
C 15.925 32.137 -14.421 0.876 0.152 -0.396
O 11.570 25.990 -15.909 1.396 1.759 1.561
F 15.358 25.612 -14.333 -0.696 1.048 0.567
F 12.318 28.178 -16.567 -1.138 0.591 -0.669
H 20.597 29.286 -17.666 -0.736 0.205 -0.197
H 21.132 28.921 -16.110 0.151 0.155 0.507
C 18.317 31.488 -14.305 -1.183 -2.015 -0.978
N 19.263 29.956 -22.121 1.253 1.979 0.892
S 19.792 31.519 -22.121 -0.597 5.779 1.478
N 13.796 27.044 -15.497 4.387 -1.928 4.009
O 13.173 25.512 -13.374 0.043 0.841 -0.593
H 15.095 31.968 -15.107 -0.546 -0.296 0.712
```
Forces are in eV/Å.

M in g mol⁻¹: 612.168
HOMO level in eV: -9.8
HOMO-LUMO gap in eV: 2.34
LUMO level in eV: -7.48
Energy above the lowest of the compared OMol25 structures with the same formula, charge and spin in kJ/mol: 1174.81
Total charge: 0
Spin multiplicity: 1

Löwdin population analysis, charges in e, atoms 1 to 2:
1 O -0.305
2 H 0.122

---

Entry 2:
C6H15IrO3 | ωB97M-V with the def2-TZVPD basis set

Structure (XYZ):
```
25
Properties=species:S:1:pos:R:3:forces:R:3
H 0.233 3.267 3.522 0.607 0.179 0.401
C -0.165 -1.787 -1.480 0.567 -1.091 -1.238
O -0.164 -1.287 -0.158 -0.614 -0.824 0.699
C 0.731 -1.003 2.046 0.025 -1.495 0.727
O 0.626 0.353 1.760 -0.333 -0.779 -2.169
H 1.684 -1.212 2.565 -0.387 0.250 0.079
H 0.206 2.596 1.982 0.736 -1.731 2.775
H 1.672 -2.025 0.381 -0.283 -0.059 0.012
H 0.231 -2.880 1.063 0.330 0.219 0.041
H -0.485 -0.908 -3.402 -0.181 -0.048 0.242
H 1.724 2.330 3.168 -0.462 0.146 -0.443
C 0.623 2.316 3.143 -0.505 3.246 -1.014
H 0.875 -1.935 -1.805 -0.185 -0.074 0.236
H -1.870 1.167 -3.463 0.220 0.099 0.355
H -0.710 -2.741 -1.492 0.246 0.193 -0.101
H 0.307 1.634 3.945 -0.687 -0.623 -1.298
H -0.101 -1.286 2.718 0.254 0.422 0.093
H -1.349 2.408 -2.261 -0.053 -0.139 -0.231
Ir -0.119 0.699 0.000 0.652 3.183 1.957
O -0.584 0.543 -1.954 0.301 -0.385 0.513
H -0.200 1.840 -3.513 -0.252 -0.162 0.177
C -0.857 -0.794 -2.375 -0.978 -0.876 -0.807
C 0.671 -1.901 0.822 0.923 -1.337 0.266
C -1.034 1.549 -2.859 -0.205 1.540 -1.197
H -1.947 -0.944 -2.353 0.263 0.144 -0.075
```
Forces are in eV/Å.

M in g mol⁻¹: 327.400
HOMO level (alpha / beta) in eV: -17.8 / -17.7
HOMO-LUMO gap (alpha / beta) in eV: 9.88 / 5.75
LUMO level (alpha / beta) in eV: -7.88 / -11.95
⟨S²⟩: 6.012
Total charge: +2
Spin multiplicity: 5

Löwdin population analysis, charges in e, atoms 1 to 2:
1 H 0.031
2 C -0.113

---

Entry 3:
C6H15MnN3S | ωB97M-V with the def2-TZVPD basis set

Structure (XYZ):
```
26
Properties=species:S:1:pos:R:3:forces:R:3
H 1.325 0.505 -2.248 0.018 0.030 -0.019
C -1.472 -0.427 1.025 -0.012 0.010 -0.017
H 2.204 0.893 1.795 -0.001 -0.013 0.001
S 0.428 -3.213 -1.560 0.363 1.606 0.755
C -0.328 -0.948 1.881 -0.025 0.000 0.005
N -1.304 -0.872 -0.404 -0.019 0.018 0.023
C -1.559 0.203 -1.414 -0.004 -0.006 0.017
C -0.415 1.204 -1.375 -0.049 -0.010 -0.010
H -0.320 -0.453 2.853 0.006 0.000 0.001
C 1.877 1.027 -0.332 0.039 -0.019 0.011
H 2.004 2.103 -0.464 -0.016 0.000 -0.005
H 1.689 -1.271 1.635 0.018 0.013 0.026
Mn 0.574 -1.416 -0.700 -0.585 -1.194 -0.569
H -2.515 0.694 -1.221 0.003 0.004 -0.004
N 0.966 -0.733 1.160 0.100 -0.252 -0.015
H -2.426 -0.783 1.413 0.002 0.000 0.002
H -0.425 -2.021 2.050 0.001 -0.006 0.000
H -1.949 -1.637 -0.582 0.022 -0.012 -0.005
N 0.898 0.475 -1.323 0.130 -0.164 -0.149
H 2.841 0.555 -0.535 -0.013 -0.002 0.000
H -0.450 1.850 -2.252 0.010 -0.002 -0.002
H -0.480 1.853 -0.503 0.009 -0.003 0.000
H -1.513 0.661 1.036 -0.002 0.002 0.007
H -1.618 -0.283 -2.388 0.001 -0.006 -0.002
H 0.565 1.333 1.371 -0.004 -0.010 0.003
C 1.405 0.705 1.080 0.008 0.013 -0.053
```
Forces are in eV/Å.

M in g mol⁻¹: 216.212
HOMO level (alpha / beta) in eV: -18.0 / -18.1
HOMO-LUMO gap (alpha / beta) in eV: 7.73 / 7.84
LUMO level (alpha / beta) in eV: -10.30 / -10.29
⟨S²⟩: 0.877
Energy above the lowest of the compared OMol25 structures with the same formula, charge and spin in kJ/mol: 0.01
Total charge: +2
Spin multiplicity: 2

Löwdin population analysis, charges in e, atoms 1 to 2:
1 H 0.159
2 C -0.114

---

no.,energy (Eh)
1,-3360.258032
2,-566.706870
3,-1950.390877